Record 1
158
Properties=species:S:1:pos:R:3:forces:R:3:mulliken_charge:R:1 method="wB97M-V/def2-TZVPD" max_force_ev_per_a=5.4 total_charge=+2 e_tot_ha=-4231.80241 orbital_gap_ev=5.6
C -0.487 -2.116 -0.954 1.383 -0.202 0.511 -0.21
N -1.418 -1.056 -0.491 -0.530 0.813 0.608 1.31
C -1.499 0.037 -1.561 0.238 -0.128 1.887 -0.12
C -2.813 -1.562 -0.162 0.967 0.224 0.232 0.44
C -0.913 -0.275 0.770 0.831 -1.413 -0.662 1.27
C -0.534 -1.161 1.932 0.234 -0.362 1.169 -0.12
O 0.861 -1.424 2.050 0.002 -0.018 -0.225 0.51
H -0.537 -3.053 -0.419 -0.409 0.042 0.876 -0.17
H 0.505 -1.695 -0.764 -0.015 -0.197 -0.275 -0.14
H -0.579 -2.443 -1.981 -0.562 0.787 -0.367 0.24
H -1.669 0.964 -1.000 -0.479 -0.136 -0.202 -0.10
H -2.303 -0.207 -2.245 0.418 0.033 -0.040 0.43
H -0.483 0.123 -1.931 -0.034 -0.280 -0.622 0.16
H -3.273 -1.821 -1.095 -0.357 -0.108 -0.193 -0.17
H -3.295 -0.723 0.332 -0.337 -0.073 -0.169 -0.06
H -2.772 -2.427 0.513 0.222 0.288 -0.234 -0.35
H -1.719 0.408 1.012 0.076 -0.173 -0.116 0.32
H -0.013 0.290 0.476 -0.329 -0.112 -0.164 -0.46
H -1.050 -2.125 1.946 -0.240 0.119 -0.124 -0.73
H -0.852 -0.644 2.868 -0.008 -0.187 -0.423 -0.01
H 0.961 -2.405 2.216 -0.344 0.165 -0.207 0.15
C 5.389 -4.882 2.761 -0.460 0.287 -0.333 -0.80
N 4.425 -4.951 1.594 0.129 -0.035 -0.350 0.36
C 5.147 -5.146 0.304 0.684 1.284 -0.385 -0.94
C 3.466 -6.094 1.861 0.346 0.830 0.263 -1.00
C 3.638 -3.623 1.512 -0.020 -0.438 0.332 -0.64
C 2.986 -3.336 0.147 -0.246 -0.258 0.386 0.45
O 2.220 -4.429 -0.327 -0.122 0.086 0.532 -0.74
H 5.775 -3.865 2.839 0.201 -0.260 -0.154 0.30
H 6.183 -5.616 2.673 0.042 -0.032 -0.328 0.35
H 4.844 -5.106 3.666 -0.258 0.041 0.180 0.36
H 5.717 -6.043 0.204 0.175 -0.897 0.705 0.38
H 5.884 -4.320 0.206 -0.597 -0.341 -0.052 0.40
H 4.448 -5.139 -0.527 -0.156 0.140 0.183 0.30
H 2.976 -5.802 2.798 -0.324 -0.436 -0.516 0.40
H 4.082 -6.962 2.010 0.134 -0.528 0.025 0.45
H 2.791 -6.203 1.013 0.146 0.042 0.376 0.41
H 4.353 -2.857 1.839 -0.329 0.034 -0.385 0.29
H 2.833 -3.745 2.243 0.174 0.165 0.026 0.37
H 3.729 -3.100 -0.601 0.198 0.024 -0.289 1.01
H 2.355 -2.449 0.271 0.159 0.020 0.214 -1.02
H 1.545 -4.610 0.382 0.313 0.391 -0.251 0.19
C -2.934 2.426 3.999 1.354 0.339 0.634 -0.71
N -1.434 2.284 4.077 -0.882 -0.646 -0.197 0.12
C -0.798 2.122 5.245 0.920 -0.024 -0.351 -0.79
C 0.551 1.809 5.182 -0.566 0.403 -0.017 -1.18
C 1.235 1.734 3.961 -2.190 0.699 0.086 1.30
C 0.526 1.961 2.784 0.932 0.498 0.120 1.22
C -0.812 2.201 2.877 -1.260 0.744 -0.301 -0.05
C 2.643 1.555 3.877 1.803 -1.500 0.830 1.09
C 3.293 1.526 2.662 2.269 0.202 1.378 1.08
C 4.687 1.365 2.685 -1.802 -0.084 -0.554 0.00
N 5.357 1.117 3.793 0.530 -0.192 -0.699 0.05
C 4.717 0.981 4.958 0.761 0.453 0.600 -0.72
C 3.385 1.208 5.026 -0.898 0.225 0.588 -0.84
C 6.806 0.844 3.642 -0.745 0.477 -0.085 -0.92
H -3.061 3.384 3.522 -0.566 0.282 0.009 0.27
H -3.331 2.410 5.030 -0.024 -0.155 -0.782 0.45
H -3.255 1.645 3.319 -0.382 -0.077 0.303 0.13
H -1.304 2.313 6.201 0.003 -0.299 -0.696 0.42
H 1.032 1.747 6.129 0.433 -0.193 0.454 0.49
H 1.052 2.136 1.821 -0.624 -0.401 0.213 -0.76
H -1.490 2.362 1.963 0.534 -0.324 0.606 0.01
H 2.784 1.733 1.778 -0.651 0.234 -1.602 -1.02
H 5.299 1.350 1.819 0.049 0.219 -0.884 0.55
H 5.372 0.809 5.797 -0.227 -0.257 0.263 0.49
H 2.882 1.126 5.995 0.447 -0.005 -0.460 0.42
H 7.135 1.130 2.641 -0.053 0.181 0.358 0.32
H 6.917 -0.202 3.747 0.405 -1.110 0.219 0.39
H 7.317 1.370 4.419 0.564 0.304 0.312 0.35
C 0.914 7.199 -1.742 0.315 0.301 -0.037 -0.83
N 0.346 6.038 -2.439 -0.201 0.219 -0.364 0.36
C 0.257 4.855 -1.800 0.503 0.924 1.453 -0.97
C -0.218 3.760 -2.434 -0.055 -1.278 -0.631 0.22
C -0.502 3.801 -3.792 0.559 1.806 -0.047 1.11
C -0.515 5.022 -4.388 0.894 3.172 -0.356 -0.99
C -0.086 6.162 -3.702 -0.446 -1.229 0.033 -0.55
C -0.733 2.697 -4.657 -0.881 -2.673 -0.486 0.76
C -0.473 2.591 -6.043 -0.207 -0.565 0.316 -0.98
C -0.788 1.391 -6.688 0.479 1.001 -0.243 -0.57
N -1.239 0.320 -6.042 -0.208 0.456 1.407 0.27
C -1.508 0.406 -4.713 0.292 0.878 -1.134 0.09
C -1.308 1.593 -4.048 -0.306 -0.702 -0.205 0.25
C -1.640 -0.927 -6.696 0.519 -0.476 -0.325 -0.91
H 1.087 8.016 -2.438 -0.526 0.016 -0.124 0.34
H 1.919 6.957 -1.421 -0.012 -0.374 0.463 0.22
H 0.268 7.504 -0.917 0.159 -0.070 -0.127 0.33
H 0.606 4.881 -0.751 -0.236 -0.468 -0.753 0.58
H -0.308 2.809 -1.961 0.320 -0.205 0.749 0.15
H -0.727 5.203 -5.432 -0.293 -0.324 -0.025 0.59
H -0.101 7.146 -4.128 0.165 0.229 -0.156 0.44
H -0.027 3.391 -6.627 -0.110 -0.151 0.120 0.57
H -0.684 1.262 -7.752 0.204 0.147 -0.207 0.47
H -1.762 -0.543 -4.182 -0.036 -0.331 -0.071 -0.58
H -1.675 1.544 -3.029 0.361 0.784 -0.277 0.08
H -1.620 -1.688 -5.920 -0.291 -0.041 -0.021 0.31
H -0.965 -1.270 -7.486 0.124 0.551 0.110 0.39
H -2.616 -0.754 -7.119 -0.406 -0.251 -0.037 0.36
C 2.949 2.620 -0.390 0.841 0.604 -0.114 0.35
O 3.219 3.845 -1.077 -0.111 0.044 -0.875 -0.24
O 1.816 2.724 0.214 -0.859 -0.653 0.603 -0.73
C 2.996 1.399 -1.362 -2.037 -1.302 -1.854 0.74
F 4.111 1.093 -2.053 -0.139 1.024 0.185 -0.33
F 2.707 0.200 -0.755 -0.178 1.178 0.187 -0.17
F 1.949 1.579 -2.338 1.739 -0.357 1.358 -0.21
C 4.519 4.171 -1.545 0.348 -0.458 0.235 -0.29
C 4.329 5.533 -2.165 0.119 0.484 0.376 -1.01
H 4.038 6.255 -1.382 0.143 -0.261 -0.290 0.15
H 5.210 5.934 -2.677 -0.165 -0.233 0.026 0.47
H 3.491 5.421 -2.852 0.082 0.239 -0.268 0.17
H 4.897 3.450 -2.290 -0.239 0.168 0.150 0.30
H 5.255 4.166 -0.709 -0.354 0.124 -0.261 0.23
H 3.833 2.521 0.258 0.693 -0.508 0.393 -0.67
C -3.471 2.854 0.621 -1.787 0.864 0.761 -0.48
O -4.724 2.241 0.362 -0.461 0.263 -0.368 -0.24
O -2.487 2.021 0.746 0.393 0.354 0.470 0.03
C -3.361 3.721 -0.584 2.378 3.153 -3.744 0.59
F -2.929 3.073 -1.796 -1.068 0.690 2.248 -0.23
F -4.389 4.523 -0.958 0.907 -1.349 0.757 -0.29
F -2.279 4.653 -0.360 -1.452 -1.373 -0.151 -0.36
C -5.186 1.370 1.346 0.063 0.142 0.972 0.55
C -6.440 0.736 0.858 -0.836 -0.137 -0.606 -1.39
H -7.136 1.544 0.623 -0.128 -0.180 -0.107 0.36
H -6.262 0.160 -0.047 0.104 0.100 -0.198 0.06
H -6.942 0.047 1.535 0.255 0.162 0.417 0.43
H -5.397 1.928 2.280 0.119 -0.057 -0.128 0.18
H -4.415 0.643 1.555 0.327 -0.464 0.266 -0.22
H -3.651 3.708 1.457 0.397 -1.550 -0.860 -0.27
C -0.277 -4.760 2.238 -1.533 -0.136 -0.609 -0.01
O -1.061 -4.320 3.334 -0.103 0.296 0.541 -0.39
O 0.870 -4.168 2.119 1.520 1.241 -0.027 -0.81
C -0.050 -6.257 2.340 2.275 -1.016 1.265 0.89
F -1.094 -6.998 2.562 -1.402 -0.587 -0.600 -0.26
F 0.599 -6.671 1.206 -0.659 -0.132 0.336 -0.27
F 0.807 -6.640 3.397 -0.461 0.989 -1.124 -0.33
C -2.475 -4.453 3.243 -0.083 -0.560 0.858 -0.26
C -3.113 -3.513 4.253 -1.113 -1.010 0.221 -1.11
H -3.099 -2.488 3.936 0.054 0.598 -0.253 0.13
H -4.191 -3.823 4.420 1.200 0.429 -0.160 0.38
H -2.583 -3.583 5.203 -0.060 -0.075 0.011 0.30
H -2.816 -5.480 3.453 0.380 0.150 0.159 0.43
H -2.840 -4.280 2.245 -0.001 0.451 -0.793 0.23
H -0.932 -4.601 1.342 -0.101 -0.405 -0.076 -0.24
C -3.040 -2.147 -3.824 -1.539 -0.451 -1.967 -0.01
O -3.842 -1.213 -3.059 0.763 -0.767 -0.328 0.11
O -1.784 -1.891 -3.665 0.670 -0.866 0.201 -0.81
C -3.356 -3.627 -3.485 1.441 -0.394 1.087 0.47
F -4.616 -4.002 -3.551 -0.963 0.087 0.103 -0.30
F -2.683 -4.475 -4.269 0.249 0.270 -0.492 -0.29
F -2.897 -3.900 -2.214 -0.533 0.187 -0.237 -0.18
C -5.221 -1.250 -3.319 -0.563 1.012 1.500 -0.61
C -5.759 0.168 -2.893 -0.235 -0.596 -0.494 -0.81
H -6.779 0.119 -2.491 0.336 -0.076 0.135 0.40
H -5.091 0.720 -2.207 -0.263 -0.712 -0.003 -0.08
H -5.842 0.822 -3.757 0.081 -0.021 -0.326 0.33
H -5.657 -2.094 -2.749 -0.173 0.676 -0.131 0.33
H -5.361 -1.478 -4.361 -0.384 0.132 -0.617 0.40
H -3.447 -2.065 -4.949 0.382 0.038 1.433 0.17


Record 2
21
Properties=species:S:1:pos:R:3:forces:R:3:mulliken_charge:R:1 method="wB97M-V/def2-TZVPD" max_force_ev_per_a=4.6 smiles="CCC(CC)C(N)=S" e_tot_ha=-689.31428 orbital_gap_ev=8.8 e_above_lowest_kj_mol=104.2
C 1.512 -1.347 0.304 1.272 0.494 -0.771 -1.06
C 0.360 -0.764 1.069 0.443 0.209 1.143 -0.82
C -0.176 0.559 0.529 -2.842 -1.746 -0.516 0.72
C -1.125 0.180 -0.654 0.717 1.585 -0.402 -0.69
C -2.366 -0.578 -0.335 -0.728 -2.080 0.245 -1.25
C 0.870 1.504 0.180 3.675 2.554 -1.120 -0.36
N 1.430 1.773 -1.110 -2.466 -1.991 1.308 -0.34
S 1.616 2.300 1.435 -0.355 0.059 -0.219 -0.32
H 1.890 -2.115 0.965 0.310 -0.659 -0.466 0.37
H 2.426 -0.739 -0.071 -1.792 -0.403 1.050 0.23
H 1.013 -1.716 -0.571 0.480 -0.955 -0.789 0.31
H -0.387 -1.586 1.168 0.017 0.868 -0.483 0.31
H 0.656 -0.633 2.087 0.369 0.477 0.821 0.51
H -0.738 1.058 1.364 0.243 -0.455 -0.911 0.32
H -1.527 1.084 -1.047 0.352 1.183 -0.727 0.39
H -0.527 -0.307 -1.443 -0.268 0.158 0.173 0.31
H -3.300 -0.340 -0.960 1.480 -0.010 1.184 0.32
H -2.122 -1.629 -0.548 -0.554 -0.030 0.147 0.31
H -2.507 -0.559 0.761 -0.671 0.213 -0.508 0.29
H 1.888 2.678 -1.215 -0.128 -0.784 -0.052 0.23
H 1.115 1.178 -1.908 0.446 1.313 0.893 0.24